DFT (the ωB97M-V functional and the def2-TZVPD basis) results for a 14-piece molecular cluster, C74H190N14O23 overall in a non-equilibrium geometry.

Positions of all 301 atoms, in Å:
H (-1.12956, 7.68993, -1.23250)
H (4.77496, 11.98937, 2.50464)
C (-0.69108, 16.81870, 1.67056)
O (0.68220, 14.87292, -5.12440)
H (3.10680, 18.32213, -2.61791)
H (9.02540, 17.91349, 1.55605)
H (3.58108, 17.24551, -6.47390)
O (-1.57690, 10.04055, -4.49189)
H (2.59868, 14.40091, -4.32565)
C (7.24096, 22.44183, 3.98754)
C (2.05466, 19.26221, 2.19447)
H (5.42071, 10.14140, 1.05110)
C (10.32933, 19.23124, -2.86209)
C (-0.27643, 16.10390, 7.05731)
H (4.74135, 18.10836, -5.45561)
H (0.08315, 17.04983, 7.46230)
C (-1.73094, 11.64879, 9.81793)
C (-1.06477, 7.74590, -5.32311)
H (11.74891, 16.91002, -2.56245)
H (7.19086, 9.75157, -3.99011)
H (11.54874, 12.49374, -2.37999)
H (1.66701, 8.55252, 0.93916)
H (11.13002, 19.15066, -3.59727)
H (2.87207, 19.59518, -1.45669)
O (6.16157, 8.20540, -2.94801)
H (4.10396, 18.75813, 2.49026)
C (1.28736, 8.53545, -10.03551)
O (3.12523, 18.30204, 4.22522)
C (5.70220, 15.87327, -4.28587)
C (4.02522, 15.60326, -0.38620)
H (2.59588, 9.45162, -5.54175)
H (5.10079, 20.80318, -4.05481)
H (3.39900, 13.81938, -1.27362)
H (2.28445, 18.25938, 6.17992)
C (-1.47444, 12.25469, 1.46827)
C (6.87912, 22.80777, 2.50136)
H (1.51996, 15.17475, 3.60900)
H (7.80383, 23.14455, 2.03277)
O (4.53682, 16.00634, -5.08288)
H (3.52179, 10.23817, -6.85364)
H (0.26328, 16.67558, -3.24438)
H (2.34199, 19.62394, 1.20719)
C (6.94447, 10.44519, -0.51723)
N (0.81618, 18.53255, -4.02776)
C (4.64805, 20.24897, -3.23262)
H (4.44823, 20.92152, 6.73137)
C (5.68145, 14.50514, -3.56860)
N (-0.35681, 15.05547, 8.04700)
N (9.94915, 17.87884, -2.54315)
H (10.67585, 11.03341, 3.37560)
H (1.35043, 9.76197, 4.59537)
H (4.90039, 10.06698, -4.26627)
H (3.69650, 15.48404, 4.29773)
H (-1.87279, 14.66886, 0.53009)
H (-1.06476, 11.24486, 1.44557)
H (0.29661, 18.21128, 0.36901)
C (-1.37417, 13.98518, 9.89443)
H (8.70085, 14.16211, 0.02654)
H (0.04294, 16.01386, 1.63118)
H (10.39117, 9.30202, 0.79421)
H (6.21608, 11.82750, -3.41324)
H (0.88753, 10.72048, -0.15460)
C (2.42386, 18.88739, 5.29999)
N (-0.64059, 7.50387, -6.67307)
H (4.91488, 11.60678, 4.92003)
N (5.56255, 11.53649, 2.94589)
O (3.27676, 20.12045, -3.43973)
H (2.58687, 11.71230, -1.91272)
H (3.94206, 9.37476, 3.04140)
H (4.45432, 13.45066, -4.94059)
H (2.94361, 19.81433, 5.54230)
H (5.94531, 13.56551, 4.78918)
O (8.00122, 19.18899, 2.80180)
H (5.37940, 11.04183, -5.59273)
H (6.63636, 16.08823, -4.80477)
C (6.07376, 21.67337, 4.66913)
C (5.21462, 12.12912, -3.72021)
H (7.41285, 17.20098, 3.36684)
C (8.25841, 21.11067, -1.72949)
H (10.79266, 23.11557, 3.02365)
C (2.06083, 14.23926, 0.44153)
H (-0.76991, 9.33322, -0.47456)
O (1.04184, 8.43367, -8.59348)
H (-0.49278, 14.14480, 7.63193)
H (-0.79716, 6.89352, -4.69867)
H (-1.22575, 16.25582, 6.54369)
H (9.01258, 11.63845, -4.51111)
N (2.89462, 10.94485, 0.53350)
H (7.94185, 8.24859, -4.04503)
C (-1.02246, 14.79956, -1.93512)
H (9.12835, 10.48522, 2.66351)
C (0.06790, 18.09105, 1.42795)
O (9.51103, 16.10221, -0.20548)
H (4.87198, 7.81086, -1.36648)
C (3.45689, 14.18351, -0.24787)
H (5.13238, 19.27390, -3.18014)
O (2.75611, 11.01352, 3.73149)
H (3.61755, 9.45307, 4.73545)
H (1.25230, 10.59307, -2.28317)
H (1.72522, 15.61121, 6.29684)
H (7.37156, 11.00553, -1.34892)
H (-0.86909, 16.03362, 9.84710)
H (-2.11764, 14.02729, 10.69041)
C (1.48930, 10.35413, 3.69086)
H (-2.15320, 7.79883, -5.34824)
H (4.96868, 10.39474, -1.38316)
H (9.41286, 21.57169, 2.33542)
C (11.16790, 21.74800, 1.45099)
C (0.90743, 16.30423, -5.30075)
C (3.31664, 19.19760, 3.10272)
O (6.33345, 21.57915, 6.06976)
C (-1.15566, 11.37731, -4.33100)
H (5.22270, 16.29641, 3.70108)
H (7.50551, 23.37408, 4.48656)
C (7.37439, 8.88019, -3.36153)
C (0.72396, 15.81835, 5.91912)
H (5.58306, 16.57398, -3.45949)
C (1.39169, 7.13139, -8.11955)
C (0.74643, 6.95790, -6.74003)
H (3.32696, 11.81840, 0.26878)
H (-1.95230, 11.81141, -3.72683)
C (1.16762, 14.33035, 4.20140)
H (11.85843, 21.23939, 2.12374)
H (13.24681, 25.66313, 2.04324)
O (3.36496, 11.25872, -4.98652)
H (-0.82577, 11.35382, 10.34873)
N (9.81609, 21.20255, 1.48617)
C (10.01279, 19.75792, 1.45243)
H (-0.16898, 11.53189, -3.89436)
H (2.62767, 11.01049, 1.50537)
C (11.03400, 23.12786, 1.96078)
H (2.07739, 13.95524, 4.67014)
H (2.92693, 10.04606, -2.34858)
H (8.30029, 20.73911, 3.52118)
H (12.60103, 24.80100, 3.39762)
C (9.54174, 8.97143, 4.64192)
O (5.47025, 15.57776, -0.61461)
C (-2.35601, 13.87948, -0.04565)
H (0.71604, 11.12235, 3.68619)
H (0.52518, 18.82683, -1.95016)
C (7.04190, 18.19076, 3.10073)
H (-0.47483, 18.95104, 1.82031)
H (-3.40269, 16.08979, -2.23961)
H (3.75363, 15.90914, 2.66201)
H (-1.84880, 10.86582, 9.06883)
H (-0.41103, 13.89775, -1.96666)
H (0.82234, 5.93911, -6.36001)
H (12.15187, 12.17491, -0.12904)
H (11.57469, 25.75349, 2.16818)
H (9.72066, 8.03764, 5.17497)
H (11.41347, 17.71457, -1.05985)
C (-0.52165, 8.27399, -0.54154)
H (7.65072, 9.73254, -0.09125)
C (-2.39123, 14.48241, -1.47242)
C (4.73001, 11.04456, -4.71730)
H (11.47908, 21.74795, 0.40635)
H (5.68780, 17.45714, 0.17665)
H (-2.40453, 12.17213, 2.03059)
C (1.83484, 14.11055, -5.04699)
H (6.12986, 23.59935, 2.51147)
H (1.39651, 9.72161, 2.80802)
H (1.29120, 17.73602, 3.09989)
C (1.12157, 19.19798, -2.78364)
H (1.38626, 20.01722, 2.60836)
H (9.26028, 17.99195, -1.81326)
H (5.97449, 20.70155, 4.18558)
H (-4.14111, 15.51402, -0.96904)
H (6.24009, 18.09670, 2.36837)
H (-3.00015, 15.66375, 2.47931)
H (0.65157, 7.83407, -10.57584)
H (1.38861, 7.58875, -6.12545)
H (1.40191, 19.06455, 4.96484)
H (8.04808, 9.09870, -2.53298)
H (-0.37529, 13.78664, 10.28290)
H (9.66891, 9.80140, 5.33697)
H (-0.66687, 8.28471, -7.31315)
C (6.06298, 16.90048, -0.68210)
C (5.82273, 8.31434, -1.54159)
C (5.48255, 20.58434, 6.66377)
H (2.47335, 7.13156, -7.98502)
C (9.23206, 14.95495, 0.55313)
H (4.75766, 20.61611, -2.21218)
H (1.03334, 6.31828, -8.75086)
H (6.62846, 14.27968, -3.07825)
H (6.56092, 21.93777, 1.92695)
C (-0.51828, 9.13132, -4.78977)
H (4.54869, 12.12422, -2.85730)
H (-3.34059, 13.78026, 0.41135)
O (0.24686, 14.72878, 5.12428)
H (8.52761, 21.22368, 4.96519)
C (1.88992, 10.32984, -0.32988)
C (10.73533, 10.18476, 1.33313)
H (9.56043, 11.06632, -0.01347)
H (2.35100, 8.36694, -10.20393)
C (9.26829, 20.03149, -3.65099)
H (3.81398, 16.13875, 0.53940)
H (1.32001, 14.81628, -0.11194)
C (0.98387, 17.05465, -3.96907)
O (10.42124, 9.07124, 3.55426)
H (11.13287, 15.13490, -1.13895)
H (9.72634, 20.88677, -4.14777)
C (10.18113, 10.24382, 2.81000)
O (12.23482, 23.89311, 1.64824)
H (10.25569, 23.72950, 1.49135)
H (3.75656, 20.16944, 3.32653)
H (-2.58946, 11.80753, 10.47050)
C (12.39476, 25.06139, 2.35948)
H (-2.71190, 15.92123, 4.18981)
H (6.76359, 11.19110, 0.25673)
H (-0.67787, 12.89199, 1.85222)
H (-2.32290, 15.48946, 8.83314)
N (-3.21480, 15.68057, -1.33555)
H (6.90014, 14.62879, 3.70430)
C (3.81586, 10.07792, 3.86464)
N (8.39426, 21.60167, 4.03813)
H (2.07575, 14.69832, 1.43004)
C (2.22961, 10.68765, -1.80987)
H (0.14042, 8.97656, -3.93522)
H (8.68586, 13.02642, -3.53061)
H (5.24219, 13.40607, -0.08006)
C (5.63887, 9.70614, -0.86859)
H (8.72056, 15.11605, 1.50208)
H (1.94289, 16.80996, -3.51244)
H (1.66550, 13.22367, 0.46145)
H (-1.15381, 15.09331, -2.97654)
H (10.14873, 14.48773, 0.91303)
H (10.56247, 19.56941, 0.53026)
C (5.10195, 10.84828, 4.15993)
H (5.12016, 22.18623, 4.54371)
H (0.70589, 16.69820, 5.27599)
H (4.97228, 14.52094, -2.74099)
H (4.60500, 13.70848, 1.28189)
H (2.28005, 14.02648, -6.03837)
N (4.36468, 13.27413, 0.40229)
C (1.75502, 8.77648, -0.12396)
O (8.12395, 20.44959, -2.91683)
C (11.36542, 11.55008, -0.55236)
H (-2.87323, 13.65915, -1.99971)
H (-0.65269, 7.81417, 0.43799)
H (5.82105, 20.39229, 7.68193)
H (6.56590, 18.36658, 4.06542)
H (7.11012, 12.73619, 2.12182)
H (1.93236, 10.83603, -6.33469)
H (0.71989, 13.56694, 3.56513)
H (11.75301, 10.60305, -0.92788)
C (4.54886, 17.17122, -5.97793)
H (0.08110, 16.75885, -5.84721)
H (-1.44820, 16.73600, 0.89078)
H (7.14847, 16.82809, -0.61448)
H (5.59279, 19.60636, 6.19525)
O (9.73402, 11.53723, -2.49996)
H (10.24830, 13.17175, -1.38527)
H (0.08073, 9.55583, -5.59542)
C (9.42295, 12.24181, -3.70138)
H (1.76984, 16.46012, -5.94886)
N (1.40318, 17.97028, 2.12384)
O (-1.65982, 12.85772, 9.02495)
H (7.34988, 21.23985, -1.14130)
C (2.64879, 19.30191, -2.48248)
H (6.61455, 7.70202, -1.11012)
H (2.73247, 8.36296, -0.37228)
H (5.35889, 17.13268, -6.70627)
C (8.71184, 18.95728, 1.57309)
H (1.39652, 18.93042, -4.75232)
C (6.10668, 13.88346, 3.75915)
H (11.82156, 10.09487, 1.34385)
H (10.61438, 19.31331, 2.24522)
H (0.62903, 20.15503, -2.95553)
H (3.49173, 16.02011, -1.24043)
H (9.81214, 15.32263, -2.15804)
C (4.40719, 15.60764, 3.48057)
H (-1.67275, 14.96545, 3.36511)
H (4.16213, 9.64376, 0.50718)
C (6.61316, 12.56519, 3.07675)
H (8.49960, 8.88684, 4.33389)
C (10.69812, 12.24631, -1.74490)
H (5.91933, 10.22916, 4.52963)
N (5.31929, 13.36250, -4.42663)
O (-1.42762, 16.99701, 2.87197)
C (-1.29448, 15.31321, 9.14842)
H (10.30875, 12.74522, -4.08871)
C (-2.22760, 15.89137, 3.21377)
H (8.07795, 19.25262, 0.73700)
H (-1.21888, 11.84807, -5.31206)
H (8.98879, 20.74726, -1.00659)
O (-1.60048, 12.66275, 0.10984)
N (10.36335, 11.37167, 0.51775)
H (1.46325, 13.16902, -4.64259)
H (8.62965, 22.09924, -1.99968)
H (10.77997, 19.80661, -2.05340)
C (2.87316, 10.40407, -5.99350)
H (1.02597, 9.53118, -10.39368)
H (5.84263, 17.50173, -1.56416)
H (8.88246, 19.50067, -4.52132)
C (10.32435, 15.83642, -1.34454)
H (-0.44088, 15.45596, -1.28781)
O (4.93841, 14.34034, 2.99748)
C (10.94931, 17.13227, -1.85582)
N (5.13865, 9.39844, 0.42774)
H (7.36677, 12.14720, 3.74418)
O (0.78619, 8.21862, -1.00440)

Summary:
Total energy (eV): -147754.060

Results of the Mulliken charge analysis, in e, for atoms 1 through 99: number 1, H, carries 0.244; number 2, H, carries -0.681; number 3, C, carries -0.010; number 4, O, carries -0.328; number 5, H, carries -0.265; number 6, H, carries 0.129; number 7, H, carries 0.246; number 8, O, carries -0.540; number 9, H, carries -0.198; number 10, C, carries 0.306; number 11, C, carries -1.413; number 12, H, carries 0.001; number 13, C, carries -0.501; number 14, C, carries -0.955; number 15, H, carries 0.179; number 16, H, carries 0.388; number 17, C, carries -0.719; number 18, C, carries -1.009; number 19, H, carries 0.548; number 20, H, carries -0.100; number 21, H, carries 0.623; number 22, H, carries 0.386; number 23, H, carries 0.505; number 24, H, carries 0.135; number 25, O, carries -0.457; number 26, H, carries -0.702; number 27, C, carries -0.844; number 28, O, carries 0.162; number 29, C, carries -0.014; number 30, C, carries -0.752; number 31, H, carries 0.323; number 32, H, carries 0.324; number 33, H, carries -0.055; number 34, H, carries 0.237; number 35, C, carries -0.644; number 36, C, carries -1.185; number 37, H, carries -0.551; number 38, H, carries 0.124; number 39, O, carries -0.100; number 40, H, carries 0.341; number 41, H, carries -0.260; number 42, H, carries 0.190; number 43, C, carries -1.724; number 44, N, carries -0.320; number 45, C, carries -0.501; number 46, H, carries 0.288; number 47, C, carries 0.092; number 48, N, carries -0.262; number 49, N, carries -0.117; number 50, H, carries 0.345; number 51, H, carries 0.443; number 52, H, carries 0.689; number 53, H, carries 0.207; number 54, H, carries -0.500; number 55, H, carries -0.033; number 56, H, carries -0.351; number 57, C, carries -0.652; number 58, H, carries 0.146; number 59, H, carries 0.144; number 60, H, carries 0.322; number 61, H, carries -0.672; number 62, H, carries -0.501; number 63, C, carries -0.927; number 64, N, carries -0.429; number 65, H, carries 0.434; number 66, N, carries 0.899; number 67, O, carries -0.525; number 68, H, carries -0.170; number 69, H, carries 0.083; number 70, H, carries 0.409; number 71, H, carries 0.139; number 72, H, carries 0.347; number 73, O, carries -0.821; number 74, H, carries 0.658; number 75, H, carries 0.498; number 76, C, carries 0.327; number 77, C, carries 1.878; number 78, H, carries 0.442; number 79, C, carries -0.275; number 80, H, carries 0.405; number 81, C, carries 0.248; number 82, H, carries 0.110; number 83, O, carries -0.271; number 84, H, carries 0.283; number 85, H, carries 0.350; number 86, H, carries 0.286; number 87, H, carries 0.225; number 88, N, carries 1.914; number 89, H, carries 0.442; number 90, C, carries -0.508; number 91, H, carries -0.287; number 92, C, carries -0.430; number 93, O, carries 0.053; number 94, H, carries 0.318; number 95, C, carries 0.827; number 96, H, carries -0.111; number 97, O, carries -0.090; number 98, H, carries 0.684; number 99, H, carries -0.029